(1)
Computed, not measured: a structure of composition C39H76F12LiO30P2, with ωB97M-V/def2-TZVPD.

Cartesian coordinates (Å):
P 7.708028 7.607073 -5.728301
P 9.399002 2.691645 -7.240160
F 9.898046 3.355614 -8.682411
F 7.314769 8.054016 -4.180884
F 9.475589 4.195589 -6.596909
F 8.919355 1.869388 -5.866220
F 9.382213 1.335477 -8.045024
F 7.873807 2.853285 -7.789149
F 8.120649 6.155078 -5.176006
F 10.978345 2.684110 -6.783769
F 9.212080 8.091717 -5.436301
F 6.188191 7.101767 -6.108734
F 7.329912 9.108150 -6.155898
F 8.199532 7.048966 -7.139987
O 12.542081 6.774386 -9.314065
O 4.220404 5.929123 -10.633860
O 12.689033 8.276031 -7.792758
O 11.487375 11.785371 -7.276064
O 4.241824 2.948283 -5.057158
O 10.103816 9.101344 -2.486117
O 10.851402 11.188396 -2.335706
O 9.614012 13.054674 -7.404109
O 1.234851 8.430942 -9.582063
O 2.513670 6.504834 -11.879210
O 5.480061 8.068013 0.035677
O 4.694304 8.341458 -1.888719
O 3.610089 1.011780 -5.142289
O 8.569875 10.493964 -13.226460
O 3.243960 4.451113 -11.864707
O 10.855199 5.679728 -4.588938
O 7.171740 14.974007 -3.490960
O 9.821152 8.869656 -12.182197
O 4.992494 10.157884 -0.500263
O 10.838750 4.077025 -3.010183
O 5.397914 1.355739 -6.389436
O 12.714015 4.807967 -3.630179
O 8.661936 13.406535 -2.509915
O -0.053141 8.928315 -7.664272
O 11.163242 9.702768 -0.548132
O 11.147117 6.656595 -7.443130
O 7.891257 9.757094 -11.327626
O 2.088240 8.461552 -7.412077
O 11.463255 13.920957 -8.268345
O 6.930018 12.822047 -3.915814
C 3.341085 5.709149 -11.542464
C 5.970560 5.373545 -9.018607
C 5.259835 4.936490 -10.326833
C 9.448977 10.563857 -14.391289
C 8.865120 9.672992 -12.264240
C 11.788730 12.201659 -1.823574
C 10.820783 5.966867 -10.675712
C 13.662954 5.578639 -4.326805
C 12.064541 7.203705 -8.116296
C 12.238721 13.065368 -2.967161
C -1.150858 9.439805 -8.360530
C 11.404653 4.914435 -3.843484
C 10.927625 12.803163 -7.634745
C 7.809079 16.036980 -2.799288
C 7.621033 13.718693 -3.202634
C 3.285546 -1.076808 -6.442107
C -1.359153 10.963510 -8.118617
C 3.749760 -0.375585 -5.057236
C 4.968172 6.995245 -1.851112
C 10.753438 9.981293 -1.648340
C 7.145211 11.419598 -3.842813
C 8.843213 12.348535 -6.324722
C 14.072680 5.181016 -5.797553
C 7.979914 9.055027 -10.137364
C 5.261582 4.042285 -5.149205
C 9.400108 4.036845 -3.069101
C 12.762280 13.913797 -10.381710
C 3.424959 8.203970 -7.688731
C 2.820175 4.135560 -13.205556
C 12.488081 8.864127 -6.506887
C 5.041477 9.004221 -0.778043
C 4.514784 1.731172 -5.617418
C 12.781735 13.991660 -8.793149
C 1.098997 8.545619 -8.315931
C 9.194556 9.451665 -9.170167
C 7.648747 17.387816 -3.428841
C 12.042997 5.663027 -9.740852
C 9.400630 7.929401 -2.155004
C 5.602950 6.748012 -0.511443
Li 9.860946 6.105799 -6.259324
H 14.202924 4.111073 -5.959943
H 3.116948 3.151228 -13.567640
H 6.537334 4.476780 -8.768266
H 9.172428 3.721492 -2.050856
H 3.062029 -0.770275 -4.309342
H 10.058360 6.474977 -10.085259
H 7.805745 12.631979 -6.501964
H 12.213348 13.142242 -10.921587
H 11.415757 9.056238 -6.470594
H 13.066428 9.785115 -6.433530
H 1.743433 4.300596 -13.244187
H -0.921703 9.248972 -9.408944
H 14.995246 5.728082 -5.991682
H 5.205441 5.899794 0.045880
H 8.494675 18.028159 -3.178891
H -2.065633 11.284011 -8.884300
H 13.143504 12.633638 -3.395045
H 7.324911 16.117324 -1.826032
H 5.742789 6.606648 -2.512234
H 6.245682 10.810643 -3.932937
H 4.769863 -0.701809 -4.854585
H 5.960241 3.833508 -4.339029
H 3.978726 9.115349 -7.914163
H 9.842250 7.367681 -1.331880
H 8.012535 8.023572 -10.488263
H 6.026202 4.968152 -11.101292
H 11.829287 4.918915 -8.973569
H 4.681819 4.947097 -4.966776
H 3.800484 7.462639 -6.983393
H 3.098511 4.909644 -13.920705
H 10.412986 5.169973 -11.297613
H 8.954361 5.027105 -3.162909
H 10.288269 11.252386 -14.293147
H 6.653537 6.546906 -0.721028
H 10.096389 9.585183 -9.767644
H 5.704729 4.174982 -6.136176
H 9.006917 3.290585 -3.759457
H 3.022746 -2.121010 -6.272722
H 5.187870 5.458748 -8.264797
H 13.335671 6.617161 -4.277242
H 7.027204 9.213861 -9.632176
H 8.977407 11.266831 -6.325668
H 2.365907 -0.639178 -6.830500
H 9.991487 9.649075 -14.629955
H 12.867715 5.175232 -10.260467
H 4.109824 -0.981506 -7.148928
H 7.714173 17.356754 -4.516431
H 11.239471 12.747644 -1.056559
H 13.372674 5.555379 -6.544515
H 8.873101 10.959071 -15.228114
H -1.822756 11.276261 -7.183010
H 9.077844 10.442120 -8.730309
H 9.283082 8.655110 -8.431413
H 3.429267 7.754165 -8.681590
H 12.791211 8.246566 -5.661401
H 12.542240 14.897601 -10.796232
H 6.601128 6.251013 -9.161928
H 5.115673 3.856174 -10.342022
H 12.656059 11.742025 -1.349678
H -0.356855 11.341486 -8.320204
H 13.148716 14.958594 -8.448969
H 8.337181 8.035131 -1.940542
H 9.449067 7.354160 -3.079584
H 9.055690 12.681806 -5.308898
H 7.689110 11.057566 -2.970334
H 8.879305 15.838930 -2.858355
H 11.046239 6.636391 -11.505781
H 7.627978 10.979719 -4.715478
H 11.425729 13.200201 -3.680571
H 13.448072 13.215676 -8.416386
H 4.145180 6.281275 -1.882980
H 14.515893 5.469610 -3.656947
H 12.627088 14.006481 -2.577823
H -2.124192 9.003151 -8.136806
H 6.713999 17.894171 -3.188105
H 13.773396 13.674303 -10.710901

Cartesian forces (eV/Å) of the 6 atoms listed first:
P -1.824 0.729 1.638
P 0.481 -0.076 -2.055
F 0.088 0.617 0.475
F -0.434 -0.677 -0.776
F -1.716 0.059 0.610
F 0.576 1.832 -1.081

Values from the calculation:
E_HOMO, eV: -8.26
Gap between HOMO and LUMO, eV: 10.195
LUMO, eV: 1.94
Max |F|, eV/Å: 7.4
Net charge: -1

(2)
Computed, not measured: a cluster of 6 separate species, C39H77BrNO24P3S in total, with ωB97M-V/def2-TZVPD.

Cartesian coordinates (Å):
Br 3.154351 -1.278789 3.234423
S 4.852871 1.794684 2.020644
P 8.412699 2.542564 2.522888
P 8.794004 -1.234965 1.968927
P 5.378262 -1.513300 3.186675
O -1.965144 -7.569127 -4.153682
O -1.056581 -5.506717 -4.302179
O -6.764431 5.029136 -2.076789
O -7.458399 1.307080 -4.751544
O 5.541077 -3.126146 2.921529
O 5.980480 1.605003 3.123602
O -0.914052 -3.235019 4.350324
O -5.118639 3.903464 -1.246444
O -2.618523 -2.231798 3.482836
O 5.036658 2.938992 1.181851
O -4.678617 5.866607 -2.288222
O -3.093489 -5.894221 -3.397216
O -1.202794 1.824862 0.248086
O 3.622212 1.826403 2.750307
O -0.772170 -2.527354 2.209792
O 7.727413 3.457067 1.414675
O -9.577283 4.794878 0.925907
O -11.288832 4.919009 2.233542
O 8.331869 3.407077 3.885930
O -8.063099 0.008249 -3.006420
O 9.794061 2.222325 2.185000
O -9.764464 3.295601 2.610626
O -7.601100 -0.821457 -5.060571
O 0.935952 1.395941 -0.280369
N 7.542802 0.829263 0.548440
C -7.910024 -2.142082 -4.596006
C 7.744989 0.604739 4.316689
C 9.162031 -2.249431 0.481049
C 4.941317 0.329253 1.012673
C 5.967533 -0.693184 1.548234
C -3.368333 4.620796 0.292674
C -3.262612 -4.488274 -3.155967
C -3.718982 3.770615 -0.907412
C -1.381382 -2.654058 3.243075
C 7.404892 0.004743 1.729983
C 9.241140 0.568780 4.692811
C 0.451832 2.836746 1.609300
C -8.632094 2.912960 -0.306961
C 7.335027 1.067421 2.900815
C -12.063185 4.392913 3.312510
C -9.405469 -2.370271 -4.530660
C -10.165200 4.240541 1.981117
C -5.434979 5.009249 -1.913251
C -8.355337 4.165799 0.490662
C -0.030078 1.973275 0.476708
C -1.951772 -6.246087 -3.981634
C -3.660534 -3.752083 -4.415440
C 0.396054 -3.785969 4.199019
C -3.805683 -2.596360 1.378476
C 4.685591 -2.462900 0.112451
C -3.277678 -1.589937 2.377322
C -7.735926 0.149422 -4.156284
C 1.688659 -0.652294 -1.351419
C 3.980177 -1.874244 -1.129199
C 6.037623 -1.814454 0.490232
C -0.820520 -8.087735 -4.834314
C 8.654301 -2.384035 3.394656
C 2.434403 -1.954409 -0.968618
C -7.260891 6.217624 -2.701241
C -7.673452 2.458549 -3.931593
C 7.674025 0.865438 -1.860531
C 1.036359 -0.033295 -0.121138
C 8.287468 0.733444 -0.485382
C 9.785605 0.661757 -0.505638
H 4.925979 -3.494951 -0.158232
H 0.367479 -4.656588 3.544332
H 8.740817 -3.409599 3.030123
H 10.218172 -2.141197 0.244506
H -9.865969 -2.143563 -5.493029
H 9.511706 -2.216343 4.042380
H -4.542241 -4.211276 -4.865012
H -3.480716 5.681493 0.068818
H 7.439975 3.773853 3.988660
H -3.563007 2.720014 -0.676133
H -9.309272 3.130255 -1.134798
H 7.283450 -0.339165 4.578849
H -0.828403 -7.775277 -5.877390
H -3.882074 -2.707637 -4.194941
H -6.747304 6.408571 -3.640526
H 6.679403 -2.620541 0.839218
H -0.896095 -9.169686 -4.778911
H 1.493770 3.120230 1.489455
H -2.989286 -3.137698 0.901305
H -7.292557 3.317207 -4.476660
H -4.384300 -2.091425 0.605101
H 7.389062 4.295761 1.750730
H 2.324546 0.070930 -1.857511
H 4.738926 -3.512146 2.541111
H 4.231704 -2.461324 -2.008596
H 10.168293 1.677200 -0.396732
H 0.878296 -0.935969 -2.024115
H -9.102832 2.150142 0.312300
H 6.592017 0.922100 -1.818943
H -3.101017 4.015230 -1.769158
H -9.864883 -1.724998 -3.783180
H -7.439986 -2.325269 -3.629540
H 10.187137 0.092464 0.330195
H 3.930679 -0.072778 1.019264
H -7.703379 2.508231 -0.705715
H -2.337821 4.434843 0.590757
H 4.222750 -0.823256 -1.260148
H -7.459036 -2.823381 -5.315293
H 7.292797 1.333230 4.990181
H 7.761499 -2.343402 4.013848
H 8.995542 -3.306011 0.700471
H -4.027441 4.386855 1.130087
H -2.603276 -0.874566 1.907183
H 0.040072 -0.438121 0.054178
H 8.008195 -0.014535 -2.414899
H -7.149885 7.069617 -2.032556
H 8.105063 1.724835 -2.379203
H 1.067189 -3.037193 3.790250
H 9.555627 1.513491 5.129993
H 0.292891 2.320994 2.554393
H -9.620304 -3.406975 -4.271054
H 8.598268 -2.000825 -0.415113
H -7.852830 4.899822 -0.124637
H 2.168325 -2.174408 0.067742
H -2.356390 -4.070241 -2.718295
H 9.910559 0.339863 3.870490
H 0.099463 -7.761360 -4.354598
H -8.743242 2.587463 -3.767954
H -12.858390 5.109581 3.496638
H -4.050616 -4.420063 -2.408401
H 3.991901 -2.530584 0.944395
H 1.665195 -0.230883 0.753102
H 2.030296 -2.778497 -1.553671
H -8.316646 6.043166 -2.891791
H -0.143764 3.747619 1.639392
H -12.495890 3.433159 3.033844
H 10.154518 0.224093 -1.432990
H 9.368631 -0.185817 5.469378
H 6.490021 -1.460032 -0.439913
H -4.443649 -3.327732 1.876209
H -2.861330 -3.783776 -5.154918
H -7.158961 2.377355 -2.978640
H -4.098691 -1.029779 2.820059
H 5.178548 0.609950 -0.004297
H -11.457941 4.281526 4.209391
H -7.715230 3.959235 1.348588
H 0.730988 -4.088800 5.186775

Cartesian forces (eV/Å) of the 6 atoms listed first:
Br -0.034 -0.208 -0.113
S -1.501 1.001 -1.200
P 0.761 0.304 -0.234
P 2.105 1.342 0.580
P 0.769 0.293 0.786
O -0.010 0.002 0.016

Values from the calculation:
E_HOMO, eV: -7.78
Gap between HOMO and LUMO, eV: 7.969
LUMO, eV: 0.19
Max |F|, eV/Å: 2.6
SMILES: CC[C@]1(P(=O)(O)O)OS(=O)(=O)C[C@](CCCCCCOC(C)=O)(P(O)Br)[C@]1(N=C(C)C)P(C)C.CCOC(=O)OC.CCOC(=O)OC.CCOC(=O)OC.CCOC(=O)OC.CCOC(=O)OC

(3)
Computed, not measured: a cluster of 11 separate species, C39H78Br4O17 in total, with ωB97M-V/def2-TZVPD.

Cartesian coordinates (Å):
Br -2.000585 2.567747 -5.979414
Br -4.985551 4.393632 -5.724754
Br 1.566464 4.109075 1.138957
Br -1.989957 2.944673 3.902414
O -2.359493 1.392186 0.902352
O -4.824202 -2.491823 -2.246208
O 5.244984 -3.927579 2.078877
O 4.922559 3.177297 0.620007
O 4.645281 1.705255 5.204632
O 3.506037 0.669062 3.543716
O 3.187291 -3.166594 1.602125
O -1.098966 -1.063624 -1.167510
O -1.206927 -5.903935 -0.359504
O 0.808291 0.133640 -0.932586
O -4.612729 1.302538 0.791920
O 6.735886 2.249695 1.622908
O -0.904978 -5.547556 -3.692711
O -2.816558 -4.396199 -0.007385
O -4.127957 -0.665081 -3.348355
O 1.124612 -4.771528 -3.181655
O -1.507892 4.164227 -1.549875
C 1.109353 -4.070006 2.362251
C 5.000305 -2.462186 0.250587
C -1.952617 -3.491169 0.670431
C -6.108744 -1.548966 -0.442482
C 3.051679 0.068138 5.811469
C -2.720556 3.386108 -4.317004
C -1.124032 6.434794 -1.054190
C -0.256020 4.027828 1.874246
C -0.552083 0.667100 -2.738411
C 0.600989 -3.692027 -2.411220
C -0.750027 5.105568 -1.647584
C 1.242711 -0.628695 0.208003
C 1.163653 0.224717 1.457029
C 6.357167 3.382739 4.984561
C 0.949402 -6.565011 -4.770737
C 4.497251 -3.275942 1.402697
C 0.537792 4.938896 -2.417088
C 5.468228 4.495614 0.553591
C 3.717462 0.871600 4.715094
C -3.385552 1.402281 0.278434
C 2.606245 -3.987402 2.623618
C -2.351750 -5.521766 -0.503657
C -2.812225 -2.459665 1.348874
C 1.789178 -2.891280 -1.902714
C -6.225025 1.235433 2.559244
C 0.292925 -5.581192 -3.814487
C -3.308158 -6.274667 -1.398353
C -0.337263 -0.193408 -1.521367
C -4.760585 1.084852 2.199544
C -3.466270 1.581738 -1.223272
C 4.572441 5.357916 -0.311023
C -2.759535 -2.636397 -3.358886
C 5.145917 2.727625 4.331305
C 4.889519 0.886635 0.992574
C -0.228415 3.142276 3.093619
C -6.088311 -1.948106 -1.909625
C -4.224732 3.273826 -4.309088
C -3.940670 -1.785900 -2.960771
C 5.635491 2.174418 1.132146
H 0.979108 -4.249671 1.291952
H -6.721818 0.420872 2.023487
H 4.278992 3.386028 4.191330
H 7.083492 2.573969 5.085724
H -0.607030 5.030909 2.091569
H 3.051055 -4.979570 2.526423
H 0.134840 0.570147 1.610225
H -5.268030 -0.899825 -0.202577
H -2.004757 6.426718 -0.411505
H -0.064182 -3.086501 -3.032123
H -3.271811 -1.860224 0.558860
H -2.327242 4.399058 -4.292758
H -3.327309 -7.281215 -0.979269
H 0.978969 5.925058 -2.534449
H -1.402231 7.168459 -1.819692
H -6.319197 -1.075910 -2.524574
H 0.435473 3.577114 3.843304
H 4.341818 4.880840 -1.266251
H -4.453943 1.773770 -1.626379
H -4.447882 0.060400 2.412974
H -7.084561 -1.142259 -0.174884
H -6.704790 2.178432 2.307627
H -3.017282 -3.221130 -4.246535
H -2.865452 2.482252 -1.387576
H -2.227031 2.908292 -3.474381
H -0.612767 1.714617 -2.445842
H -2.172037 -1.783916 1.920243
H 2.230430 -3.434150 -1.065019
H -6.872632 -2.682178 -2.092812
H 0.595610 -3.138290 2.598905
H 4.288642 -2.367129 -0.570743
H 6.488831 4.484377 0.175578
H 5.293699 -1.463636 0.577219
H 2.504714 -2.603637 -2.669082
H 5.480070 0.083952 1.427055
H -3.605528 -2.834892 1.993147
H -1.193835 -2.979288 0.076628
H 0.166963 2.143471 2.939159
H 5.380417 2.295669 3.355343
H 1.112336 4.215085 -1.839116
H -1.447923 0.343457 -3.263527
H 3.630191 5.572507 0.190873
H 0.126284 -7.153960 -5.162422
H 1.488795 -0.335852 2.329476
H 5.452821 4.935157 1.552245
H 5.025357 6.318426 -0.556759
H 1.715125 -7.137905 -4.255004
H -2.904410 -6.336878 -2.405008
H 2.410954 -0.679780 5.362937
H 2.311739 -0.796743 0.061727
H 1.758760 1.128335 1.323551
H 1.467756 -1.947111 -1.450535
H -2.015254 -1.958752 -3.776900
H -4.285024 -5.795560 -1.382812
H 5.898059 -2.898212 -0.182750
H 3.853708 -0.404274 6.383899
H 0.655283 -4.926185 2.856374
H -0.004954 -4.066137 -1.583389
H -4.563248 2.257097 -4.491069
H 6.842281 4.150504 4.388417
H 0.306937 0.511703 -3.393606
H 2.873314 -3.563075 3.592332
H 2.587046 0.755975 6.518231
H 6.070191 3.769909 5.959640
H -0.914175 3.550188 1.147465
H -6.408902 1.046594 3.617104
H 0.752414 -1.592833 0.296733
H -2.993894 0.711308 -1.673053
H 1.366886 -6.032607 -5.625930
H -5.976978 -2.425988 0.198671
H 4.564658 0.735020 -0.031346
H 4.052389 0.960190 1.699148
H -1.335800 -4.052499 1.378307
H -4.641323 3.568982 -3.347833
H -4.119451 1.775761 2.745809
H -2.400377 -3.304725 -2.584992
H -0.330866 6.924744 -0.483661
H 0.296769 4.445720 -3.358833

Cartesian forces (eV/Å) of the 6 atoms listed first:
Br -0.021 0.211 0.663
Br -0.083 -0.127 0.395
Br -0.541 0.046 0.183
Br 0.302 0.252 -0.008
O 0.250 -0.177 0.424
O 0.085 -0.744 0.130

Values from the calculation:
E_HOMO, eV: -9.81
Gap between HOMO and LUMO, eV: 10.061
LUMO, eV: 0.25
Max |F|, eV/Å: 2.1
SMILES: CCOC(C)=O.CCOC(C)=O.CCOC(C)=O.CCOC(C)=O.CCOC(C)=O.CCOC(C)=O.CCOC(C)=O.CCOC(C)=O.CC(C)=O.BrCCBr.BrCCBr

Question: gap between HOMO and LUMO of number 1 (C39H76F12LiO30P2)?
Answer: 10.195 eV

Question: Which value of LUMO does entry 3 give?
Answer: 0.25 eV